{
  "formula": "C4H10NO2",
  "method": "ωB97M-V/def2-TZVPD",
  "e_homo_ev": -14.714,
  "charge": 1,
  "multiplicity": 1,
  "e_above_lowest_ev": 4.2496,
  "lumo_energy_ev": -3.210,
  "symbols": ["C", "C", "C", "C", "N", "O", "O", "H", "H", "H", "H", "H", "H", "H", "H", "H", "H"],
  "positions_angstrom": [[-0.95495, 1.15191, -1.00297], [-1.13212, 0.24231, 0.06515], [-1.29819, -2.10657, 0.04794], [2.27405, 1.22249, 0.24405], [-1.41287, -0.82687, 0.66972], [-1.11489, 1.46001, 0.39000], [1.29814, 0.13167, 0.35123], [-0.03573, 1.15422, -1.52754], [-1.57324, 1.42672, -1.85406], [-2.31951, -2.56229, -0.07551], [-1.03418, -1.86199, -0.92405], [-0.47302, -2.69575, 0.46692], [1.95713, 1.90745, -0.61291], [3.35096, 0.93730, 0.09337], [2.28322, 1.78860, 1.18565], [1.69384, -0.56971, 0.84992], [-1.50863, -0.79949, 1.63310]]
}

{
  "formula": "C4H10NO2",
  "method": "ωB97M-V/def2-TZVPD",
  "e_homo_ev": -12.321,
  "charge": 1,
  "multiplicity": 1,
  "e_above_lowest_ev": 3.1507,
  "lumo_energy_ev": -4.587,
  "symbols": ["C", "C", "C", "C", "N", "O", "O", "H", "H", "H", "H", "H", "H", "H", "H", "H", "H"],
  "positions_angstrom": [[2.19856, -0.20054, 0.48513], [-2.06200, 0.75283, 0.64339], [1.66577, -0.94054, -0.48660], [-2.20978, 0.88356, -0.79001], [-1.05975, 0.10804, 1.11726], [3.46536, 0.37572, 0.34416], [0.44805, -1.56733, -0.30585], [1.90944, -0.10373, 1.41746], [-2.61058, 1.46832, 1.25818], [2.13613, -1.11572, -1.48084], [-2.25455, 1.88021, -0.99100], [-3.16495, 0.61305, -1.08409], [-1.55157, 0.21652, -1.31674], [-0.74561, 0.21138, 2.07966], [-0.41232, -0.49810, 0.62890], [3.84728, 0.08824, -0.52631], [0.40052, -2.17192, -0.99270]]
}

{
  "formula": "C4H10NO3",
  "method": "ωB97M-V/def2-TZVPD",
  "e_homo_ev": -4.343,
  "charge": -1,
  "multiplicity": 1,
  "e_above_lowest_ev": 1.9955,
  "lumo_energy_ev": 3.966,
  "symbols": ["C", "N", "C", "C", "C", "O", "O", "H", "H", "H", "H", "H", "H", "H", "H", "H", "H", "O"],
  "positions_angstrom": [[-1.33703, 0.02866, -0.83106], [-0.80533, 1.08807, 0.12558], [-0.12294, -0.65609, 1.91075], [0.29370, 0.60129, 1.08199], [1.43555, 0.15267, 0.08486], [2.37649, 0.95503, -0.06002], [1.27761, -1.04063, -0.42781], [-2.26674, -0.42413, -0.27292], [-0.62241, -0.81076, -1.09003], [-1.65796, 0.44810, -1.74271], [-1.51725, 1.55918, 0.68538], [-0.18154, -1.55162, 1.37282], [0.66315, -0.79505, 2.72643], [-1.13123, -0.61741, 2.39302], [0.66324, 1.47998, 1.70238], [0.64485, -0.83375, -2.39189], [1.36184, 0.51533, -2.28288], [0.92601, -0.09888, -2.98389]]
}

{
  "formula": "C4H10NO3",
  "method": "ωB97M-V/def2-TZVPD",
  "e_homo_ev": -2.725,
  "charge": -1,
  "multiplicity": 1,
  "e_above_lowest_ev": 3.5125,
  "lumo_energy_ev": 3.476,
  "symbols": ["C", "C", "C", "O", "N", "C", "O", "H", "H", "H", "H", "H", "H", "H", "H", "H", "H", "O"],
  "positions_angstrom": [[0.68723, -0.34120, -0.08839], [-0.09049, -0.69431, -1.34953], [0.69678, -0.65691, -2.62728], [0.19804, -0.70035, -3.72455], [0.14423, 0.82201, 0.57160], [0.91247, 1.29192, 1.81348], [0.78435, 2.57386, 2.06008], [1.74439, -0.13000, -0.33703], [0.67729, -1.14228, 0.63431], [-0.93234, -0.01249, -1.45355], [-0.50466, -1.70553, -1.30809], [1.79844, -0.62812, -2.50638], [-0.23811, 1.51672, -0.05254], [0.47040, 0.62110, 2.59554], [1.97865, 1.00055, 1.59097], [-3.11879, -0.10770, 1.84122], [-2.13515, -0.80336, 1.04518], [-3.07271, -0.90389, 1.29496]]
}

{
  "formula": "C4H10NO3",
  "method": "ωB97M-V/def2-TZVPD",
  "e_homo_ev": -3.395,
  "charge": -1,
  "multiplicity": 1,
  "e_above_lowest_ev": 3.2130,
  "lumo_energy_ev": 3.868,
  "symbols": ["O", "C", "C", "C", "N", "C", "O", "H", "H", "H", "H", "H", "H", "H", "H", "H", "H", "O"],
  "positions_angstrom": [[2.36021, 2.50695, 0.36238], [1.76382, 1.50862, 0.00936], [0.57188, 0.97583, 0.81109], [0.80733, -0.45344, 1.20857], [-0.62778, 1.35187, -0.00610], [-1.31866, 0.39330, -0.98073], [-1.79957, -0.78321, -0.53293], [2.24468, 0.89877, -0.76464], [0.46593, 1.62799, 1.69376], [1.72181, -0.90625, 0.83136], [0.02239, -1.03785, 0.70157], [0.71189, -0.62184, 2.27482], [-1.34493, 1.50376, 0.69616], [-2.15280, 1.00257, -1.44301], [-0.64478, 0.19262, -1.84193], [-1.14024, -3.00815, -0.34763], [-0.93219, -2.10284, -1.46248], [-0.70896, -3.04870, -1.20963]]
}

{
  "formula": "C4H10NO3",
  "method": "ωB97M-V/def2-TZVPD",
  "e_homo_ev": [-10.610, -10.690],
  "multiplicity": 2,
  "e_above_lowest_ev": 1.9765,
  "lumo_energy_ev": [0.664, -3.142],
  "symbols": ["C", "N", "C", "C", "C", "O", "O", "H", "H", "H", "H", "H", "H", "H", "H", "H", "H", "O"],
  "positions_angstrom": [[-0.68451, -1.47639, -0.47588], [-0.94908, -1.02749, 0.72708], [1.05826, 0.58467, 0.95612], [-0.43294, 0.27167, 1.14310], [-1.24736, 1.35934, 0.37093], [-0.90692, 2.66642, 0.81200], [-0.25009, -0.93689, -1.52280], [-1.09560, -2.52368, -0.62209], [-1.03065, 3.24306, 0.05490], [1.29690, 1.26207, 1.74730], [1.43043, 0.83035, -0.03074], [1.60528, -0.33397, 1.10688], [-0.63080, 0.38885, 2.25545], [-2.28477, 1.13557, 0.72459], [-1.05001, 1.34907, -0.71735], [2.44039, -2.23626, -1.90642], [0.96833, -2.20778, -2.03594], [1.76314, -2.34863, -2.58715]]
}

{
  "formula": "C4H10NO3",
  "method": "ωB97M-V/def2-TZVPD",
  "e_homo_ev": [-4.071, -8.793],
  "multiplicity": 2,
  "e_above_lowest_ev": 1.7112,
  "lumo_energy_ev": [0.517, 0.238],
  "symbols": ["O", "C", "O", "C", "C", "C", "O", "N", "H", "H", "H", "H", "H", "H", "H", "H", "H", "H"],
  "positions_angstrom": [[1.58115, 0.16329, 2.04352], [1.23889, 0.62243, 0.94019], [2.22095, 0.83077, -0.08963], [-0.07736, 0.60988, 0.32000], [-0.58614, -0.65586, -0.33517], [-0.57854, -1.82348, 0.62223], [-1.84606, -0.35046, -0.93421], [-0.09307, 1.66903, -0.83752], [3.11250, 0.84846, 0.28253], [-0.81868, 0.89266, 1.06655], [0.11032, -0.94648, -1.13117], [0.42254, -1.99907, 0.98680], [-0.89245, -2.71775, 0.06468], [-1.25669, -1.72491, 1.47194], [-2.31415, -1.15582, -1.18772], [-0.76251, 1.46296, -1.58001], [0.84456, 1.68748, -1.22567], [-0.30529, 2.58686, -0.47735]]
}

{
  "formula": "C4H10NO3",
  "method": "ωB97M-V/def2-TZVPD",
  "e_homo_ev": -12.789,
  "charge": 1,
  "multiplicity": 1,
  "e_above_lowest_ev": 4.5471,
  "lumo_energy_ev": -3.572,
  "symbols": ["C", "C", "C", "C", "N", "O", "O", "O", "H", "H", "H", "H", "H", "H", "H", "H", "H", "H"],
  "positions_angstrom": [[0.62401, -0.81782, 1.14099], [-0.58383, 0.37918, -0.73795], [-0.72087, -0.89117, 0.10255], [1.71213, 0.74857, -0.18623], [-1.42537, 1.47309, -0.13761], [1.38117, 0.35478, 1.01297], [-0.52754, -2.03271, -0.70378], [2.22819, 0.02832, -1.14744], [0.20377, -0.82445, 2.18844], [1.23338, -1.61094, 0.94106], [-0.91916, 0.18446, -1.70184], [-1.66631, -0.90682, 0.75419], [1.88883, 1.75022, -0.23426], [-1.09965, 1.90621, 0.76543], [-2.40745, 1.39210, 0.10032], [-1.32799, 2.34765, -0.87315], [-0.34534, -2.69172, -0.06965], [1.75204, -0.78898, -1.21404]]
}